1.
# C23H22ClF4N2NiSe

C23H22ClF4N2NiSe as an isolated structure (ωB97M-V/def2-TZVPD, the OMol25 dataset).

```
54
Properties=species:S:1:pos:R:3:nbo_charge:R:1
Ni -0.508 0.052 0.227 1.30
C 0.760 -1.888 1.997 -0.43
N 1.094 -1.244 0.725 -0.50
C 2.370 -0.537 0.856 -0.41
C 1.139 -2.232 -0.370 -0.22
C -0.243 -2.508 -0.949 -0.24
N -0.854 -1.230 -1.260 -0.78
C -1.984 -1.170 -1.983 0.12
C -2.582 0.101 -2.183 0.30
F -1.966 1.178 -1.637 -0.33
C -3.739 0.295 -2.891 0.34
F -4.223 1.547 -3.017 -0.32
C -4.420 -0.755 -3.483 -0.42
C -3.863 -2.005 -3.313 0.36
F -4.479 -3.075 -3.862 -0.33
C -2.701 -2.221 -2.603 0.22
F -2.269 -3.506 -2.509 -0.33
H 1.543 -2.603 2.288 0.17
H -0.193 -2.406 1.901 0.22
H 0.655 -1.129 2.772 0.23
H 3.177 -1.239 1.107 0.17
H 2.287 0.219 1.634 0.23
H 2.608 -0.031 -0.078 0.21
H 1.612 -3.159 -0.017 0.18
H 1.763 -1.814 -1.163 0.20
H -0.848 -3.094 -0.243 0.19
H -0.097 -3.130 -1.836 0.19
H -5.334 -0.605 -4.035 0.23
Cl 2.921 3.306 0.347 -0.06
C 2.120 3.096 1.894 -0.10
C 2.770 3.578 3.019 -0.23
C 2.201 3.414 4.270 -0.28
C 0.977 2.753 4.359 -0.20
C 0.343 2.288 3.229 -0.27
C 0.870 2.450 1.931 0.08
C 0.194 1.936 0.765 -1.01
H 3.725 4.074 2.901 0.21
H 2.702 3.787 5.153 0.20
H 0.513 2.594 5.327 0.20
H -0.596 1.770 3.320 0.22
H -0.892 1.965 0.969 0.22
H 0.464 2.353 -0.203 0.22
Se -2.656 -0.516 1.410 -0.44
C -2.478 -0.498 3.317 -0.16
C -2.810 0.644 4.050 -0.28
C -2.740 0.658 5.435 -0.15
C -2.344 -0.478 6.129 -0.27
C -2.035 -1.629 5.416 -0.22
C -2.109 -1.639 4.030 -0.25
H -3.122 1.532 3.516 0.22
H -2.997 1.563 5.974 0.19
H -2.287 -0.470 7.210 0.20
H -1.742 -2.530 5.941 0.20
H -1.901 -2.555 3.490 0.21
```

Properties
2S+1   3
E   -5768.58763 a.u.
LUMO energy (alpha / beta)   2.9 / 2.8 eV
Frontier orbital gap (alpha / beta)   6.788 / 7.232 eV
HOMO level (alpha / beta)   -3.93 / -4.38 eV
Charge   -1
<S²>   2.0097

2.
# C23H22ClLaNP

C23H22ClLaNP as an isolated structure (ωB97M-V/def2-TZVPD, the OMol25 dataset).

```
49
Properties=species:S:1:pos:R:3:mulliken_charge:R:1
La -0.925 1.119 1.388 1.07
Cl -2.924 -0.546 1.067 -0.46
P 0.545 -0.381 -0.548 0.51
C 2.123 -0.944 0.138 0.85
C 3.331 -0.502 -0.425 -0.60
C 4.533 -0.997 0.070 -0.64
C 4.532 -1.861 1.168 -0.51
C 3.328 -2.226 1.799 -0.71
C 2.123 -1.739 1.306 -0.55
C -0.402 -1.858 -1.000 0.87
C -1.651 -1.684 -1.632 -0.57
C -2.389 -2.792 -2.003 -0.67
C -1.899 -4.082 -1.719 -0.42
C -0.694 -4.248 -1.032 -0.68
C 0.043 -3.139 -0.643 -0.35
C 0.859 0.504 -2.086 0.96
C 0.360 1.800 -2.311 -0.14
C 0.694 2.461 -3.476 -0.69
C 1.501 1.807 -4.437 -0.55
C 1.965 0.509 -4.217 -0.73
C 1.645 -0.157 -3.047 -0.33
H -2.048 -0.673 -1.798 0.37
H -3.342 -2.662 -2.522 0.42
H -2.465 -4.956 -2.039 0.42
H -0.303 -5.250 -0.802 0.42
H 0.981 -3.261 -0.099 0.45
H 3.318 0.175 -1.284 0.47
H 5.465 -0.701 -0.428 0.42
H 5.476 -2.243 1.549 0.43
H 3.332 -2.909 2.652 0.42
H 1.171 -2.026 1.785 0.47
H -0.270 2.300 -1.550 -0.19
H 0.334 3.478 -3.660 0.41
H 1.750 2.322 -5.357 0.43
H 2.601 -0.008 -4.959 0.40
H 2.020 -1.165 -2.831 0.52
H 0.877 1.388 1.827 0.01
H 0.262 2.373 0.610 -0.01
C -3.991 3.530 4.419 -0.12
C -3.008 2.685 4.957 -0.83
C -2.145 2.039 4.071 0.20
N -2.295 2.308 2.748 -0.21
C -3.261 3.077 2.182 0.23
C -4.140 3.737 3.039 -0.80
H -4.662 4.043 5.095 0.41
H -2.871 2.508 6.004 0.45
H -1.336 1.345 4.354 0.36
H -3.269 3.132 1.083 0.38
H -4.878 4.372 2.596 0.45
```

Properties
E   -1776.74443 a.u.
LUMO energy (alpha / beta)   -10.2 / -10.5 eV
Frontier orbital gap (alpha / beta)   4.238 / 3.685 eV
HOMO level (alpha / beta)   -14.45 / -14.15 eV
Charge   +2

3.
# C23H22I2MoN5O13S

C23H22I2MoN5O13S as an isolated structure (ωB97M-V/def2-TZVPD, the OMol25 dataset).

```
67
Properties=species:S:1:pos:R:3:nbo_charge:R:1
Mo 0.842 -0.853 -0.773 1.61
O 2.434 -6.702 -0.099 -0.61
C 2.022 -5.442 -0.209 0.40
C 0.688 -5.093 -0.455 -0.27
C 0.384 -3.758 -0.561 0.16
N 1.325 -2.828 -0.432 -0.47
C 2.596 -3.139 -0.170 0.12
C 2.998 -4.442 -0.049 -0.23
C 3.440 -1.899 -0.006 0.76
O 4.606 -1.898 0.240 -0.50
O 2.682 -0.793 -0.127 -0.69
C -0.982 -3.153 -0.786 0.76
O -1.976 -3.803 -0.911 -0.52
O -0.918 -1.822 -0.788 -0.72
H 1.711 -7.328 -0.229 0.50
H -0.100 -5.827 -0.562 0.26
H 4.028 -4.691 0.162 0.27
I 0.983 2.065 -1.097 0.42
C 1.772 2.008 -3.074 -0.73
I 3.770 1.348 -3.185 0.21
H 1.714 3.029 -3.431 0.24
H 1.140 1.341 -3.645 0.24
C -0.791 5.800 2.309 -0.62
C 0.089 5.013 3.271 -0.65
S -0.225 3.276 3.091 2.18
O -1.594 2.994 3.430 -0.94
O 0.282 2.844 1.802 -1.00
C 0.803 2.480 4.326 -0.68
C 0.291 1.066 4.603 -0.24
N -0.031 0.331 3.370 -0.34
C 0.854 -0.026 2.416 0.56
N 0.213 -0.457 1.324 -0.57
C -1.136 -0.347 1.581 -0.02
C -1.288 0.143 2.828 0.17
N -2.546 0.324 3.516 0.54
O -3.526 0.365 2.811 -0.32
O -2.533 0.361 4.732 -0.37
C 2.324 0.052 2.613 -0.69
H -0.613 6.863 2.459 0.24
H -1.844 5.594 2.491 0.24
H -0.558 5.556 1.274 0.23
H -0.117 5.265 4.311 0.25
H 1.152 5.155 3.066 0.24
H 0.750 3.056 5.250 0.26
H 1.824 2.507 3.948 0.24
H -0.623 1.104 5.182 0.29
H 1.027 0.503 5.175 0.24
H -1.896 -0.640 0.879 0.28
H 2.563 0.310 3.641 0.23
H 2.767 0.788 1.942 0.27
H 2.786 -0.909 2.403 0.25
O 0.329 -2.859 -3.480 -0.56
C -0.014 -1.711 -3.408 0.79
O 0.698 -0.797 -2.687 -0.73
C -1.218 -1.130 -4.055 -0.12
C -1.965 -1.922 -4.925 -0.13
C -3.099 -1.406 -5.531 -0.20
C -3.498 -0.101 -5.273 -0.15
C -2.738 0.660 -4.404 0.02
C -1.607 0.173 -3.786 -0.17
N -3.136 2.055 -4.121 0.53
O -4.143 2.469 -4.645 -0.34
O -2.412 2.698 -3.382 -0.39
H -1.646 -2.938 -5.113 0.24
H -3.677 -2.019 -6.208 0.24
H -4.378 0.327 -5.731 0.26
H -1.061 0.810 -3.108 0.24
```

Properties
2S+1   3
E   -3203.07974 a.u.
LUMO energy (alpha / beta)   -4.2 / -4.3 eV
Frontier orbital gap (alpha / beta)   7.777 / 7.820 eV
HOMO level (alpha / beta)   -12.01 / -12.14 eV
Charge   +1
<S²>   2.0123

4.
# C23H22MnN5Se

C23H22MnN5Se as an isolated structure (ωB97M-V/def2-TZVPD, the OMol25 dataset).

```
52
Properties=species:S:1:pos:R:3:nbo_charge:R:1
Mn 0.632 -0.250 0.998 1.38
N 1.474 4.032 0.213 -0.53
C 1.606 2.756 0.534 0.37
N 0.753 1.816 0.237 -0.67
C -0.406 2.155 -0.478 0.42
N -1.279 1.290 -0.870 -0.32
N -0.918 0.021 -0.416 -0.39
C -1.385 -1.003 -0.981 0.12
C -0.868 -2.319 -0.484 0.14
C -1.505 -3.491 -0.811 -0.20
C -1.002 -4.687 -0.302 -0.12
C 0.112 -4.651 0.508 -0.23
C 0.700 -3.422 0.786 0.09
N 0.229 -2.280 0.294 -0.56
C -0.628 3.568 -0.811 -0.16
C -1.783 4.006 -1.468 -0.13
C -1.940 5.340 -1.764 -0.20
C -0.948 6.262 -1.409 -0.15
C 0.193 5.851 -0.758 -0.26
C 0.339 4.498 -0.463 0.23
H 2.193 4.681 0.493 0.43
H 2.493 2.494 1.098 0.22
H -2.108 -0.945 -1.794 0.22
H -2.382 -3.474 -1.445 0.24
H -1.483 -5.627 -0.537 0.24
H 0.534 -5.552 0.930 0.25
H 1.568 -3.349 1.426 0.22
H -2.536 3.277 -1.734 0.25
H -2.832 5.679 -2.271 0.24
H -1.076 7.310 -1.645 0.24
H 0.961 6.561 -0.476 0.23
C -2.114 2.652 8.159 -0.63
C -1.560 1.952 6.943 0.00
C -0.239 2.119 6.554 -0.21
C 0.291 1.471 5.442 -0.07
C 1.735 1.702 5.088 -0.62
C -0.543 0.628 4.703 -0.05
Se 0.207 -0.384 3.257 -0.51
C -1.882 0.448 5.052 -0.05
C -2.846 -0.432 4.296 -0.64
C -2.359 1.119 6.176 -0.21
H -1.360 3.284 8.629 0.22
H -2.458 1.933 8.903 0.23
H -2.965 3.283 7.898 0.22
H 0.407 2.771 7.131 0.21
H 2.180 2.422 5.774 0.22
H 1.834 2.083 4.069 0.20
H 2.311 0.776 5.131 0.23
H -2.479 -0.686 3.306 0.22
H -3.809 0.072 4.194 0.22
H -3.021 -1.366 4.835 0.23
H -3.401 0.981 6.452 0.21
```

Properties
2S+1   6
E   -4715.70401 a.u.
LUMO energy (alpha / beta)   -3.7 / -3.8 eV
Frontier orbital gap (alpha / beta)   5.997 / 6.091 eV
HOMO level (alpha / beta)   -9.68 / -9.91 eV
Charge   +1
<S²>   8.7635

5.
# C23H22N2OS2Tc

C23H22N2OS2Tc as an isolated structure (ωB97M-V/def2-TZVPD, the OMol25 dataset).

```
51
Properties=species:S:1:pos:R:3:nbo_charge:R:1
Tc -0.480 0.583 -0.262 0.76
C 0.876 -3.493 -1.160 -0.69
C 0.742 -2.000 -1.144 0.40
N 0.084 -1.398 -0.170 -0.31
N -0.202 -2.181 0.940 -0.34
C -0.577 -1.525 1.962 -0.11
S -0.740 0.210 1.974 0.08
S -0.977 -2.302 3.481 0.57
C -0.524 -4.037 3.215 -0.57
C 0.789 -4.022 3.884 0.06
C 1.943 -3.605 3.153 -0.10
C 3.165 -3.586 3.762 -0.23
C 3.271 -3.954 5.115 -0.03
C 2.135 -4.350 5.856 -0.18
C 0.910 -4.376 5.257 -0.17
C 1.377 -1.228 -2.173 -0.19
C 1.851 -1.861 -3.347 -0.14
C 2.650 -1.206 -4.244 -0.23
C 3.057 0.107 -3.979 -0.11
C 2.620 0.762 -2.854 -0.28
C 1.747 0.128 -1.952 0.36
O 1.315 0.829 -0.913 -0.60
H 0.799 -3.907 -0.164 0.25
H 1.811 -3.802 -1.615 0.25
H 0.054 -3.905 -1.753 0.26
H -0.501 -4.254 2.150 0.28
H -1.267 -4.667 3.697 0.27
H 1.839 -3.321 2.115 0.22
H 4.047 -3.292 3.210 0.25
H 4.240 -3.933 5.597 0.25
H 2.239 -4.635 6.894 0.26
H 0.034 -4.685 5.812 0.24
H 1.567 -2.884 -3.547 0.23
H 2.984 -1.706 -5.142 0.24
H 3.720 0.612 -4.668 0.24
H 2.930 1.775 -2.634 0.24
C -0.901 4.044 -0.219 -0.64
C -1.452 2.753 -0.737 0.01
C -2.375 2.002 0.004 -0.18
C -2.918 0.796 -0.499 -0.22
C -2.542 0.318 -1.755 -0.17
C -1.539 0.987 -2.468 -0.15
C -1.010 2.186 -1.954 -0.20
H -1.472 4.876 -0.637 0.27
H 0.139 4.176 -0.514 0.25
H -0.976 4.100 0.865 0.24
H -2.676 2.331 0.990 0.27
H -3.600 0.230 0.120 0.27
H -2.968 -0.600 -2.138 0.27
H -1.179 0.604 -3.412 0.26
H -0.212 2.678 -2.496 0.27
```

Properties
2S+1   4
E   -1950.97937 a.u.
LUMO energy (alpha / beta)   -6.0 / -9.5 eV
Frontier orbital gap (alpha / beta)   7.410 / 4.623 eV
HOMO level (alpha / beta)   -13.44 / -14.09 eV
Charge   +2
<S²>   3.7912

6.
# C23H22N3O6PbS5

C23H22N3O6PbS5 as an isolated structure (ωB97M-V/def2-TZVPD, the OMol25 dataset).

```
60
Properties=species:S:1:pos:R:3:nbo_charge:R:1
Pb -0.441 -1.512 -0.076 1.31
C -3.534 -1.085 -1.120 0.32
C -3.583 -2.302 -0.393 -0.32
C -3.328 -2.321 0.970 -0.15
C -3.052 -1.114 1.664 -0.29
C -3.061 0.092 0.926 -0.18
C -3.254 0.086 -0.445 -0.30
H -3.914 -1.886 -2.822 0.50
H -3.771 -3.212 -0.972 0.23
H -3.343 -3.292 1.493 0.23
H -2.813 -1.120 2.707 0.24
H -2.847 1.012 1.426 0.23
H -3.300 1.012 -0.976 0.24
S 2.092 -2.307 0.631 -0.28
C 1.453 -1.679 2.115 -0.09
N 0.360 -0.967 2.175 -0.67
C 0.199 -0.364 3.426 0.06
C -0.758 0.567 3.735 -0.20
C -0.731 1.189 4.961 -0.21
C 0.235 0.829 5.952 -0.19
C 1.163 -0.157 5.641 -0.23
C 1.143 -0.735 4.398 -0.16
S 2.265 -1.847 3.651 0.42
H -1.526 0.850 3.038 0.21
H -1.437 1.958 5.179 0.22
H 0.318 1.379 6.857 0.23
H 1.831 -0.408 6.412 0.23
O 2.445 -0.484 -4.911 -0.86
S 1.407 -0.909 -4.064 2.38
O 0.615 -2.074 -4.891 -0.85
O 1.729 -1.417 -2.749 -0.91
C 0.106 0.241 -4.033 -0.36
C 0.195 1.585 -3.776 -0.15
C -0.959 2.341 -3.843 -0.16
C -2.172 1.741 -4.174 -0.18
C -2.249 0.382 -4.365 -0.16
C -1.083 -0.358 -4.360 -0.29
S -0.985 -2.082 -4.558 2.37
O -3.711 -1.016 -2.446 -0.67
O -1.656 -2.560 -5.713 -0.86
O -1.197 -2.807 -3.341 -0.90
H 1.132 1.997 -3.480 0.25
H -0.904 3.415 -3.726 0.24
H -3.018 2.373 -4.295 0.24
H -3.172 -0.063 -4.669 0.25
S 0.251 1.118 -0.644 -0.40
C 1.832 1.112 0.109 0.40
N 1.912 1.695 1.324 -0.59
C 3.160 1.765 2.094 -0.22
C 4.167 0.779 1.576 -0.43
C 4.237 0.851 0.040 -0.22
N 2.888 0.685 -0.515 -0.57
H 0.969 1.870 1.714 0.44
H 2.925 1.557 3.151 0.23
H 3.569 2.767 2.068 0.21
H 3.870 -0.226 1.878 0.23
H 5.138 1.010 1.992 0.24
H 4.923 0.106 -0.363 0.24
H 4.585 1.829 -0.237 0.21
H 2.682 0.112 -1.341 0.45
```

Properties
E   -3689.00809 a.u.
LUMO energy   -2.8 eV
Frontier orbital gap   8.192 eV
HOMO level   -10.96 eV
Charge   +1